Formula: C5H12NO
Source: the Open Molecules 2025 dataset
Level of theory: the ωB97M-V functional and the def2-TZVPD basis

Calculated values
- orbital gap (eV) = 9.049
- M (g mol⁻¹) = 102.16
- max |F| (Eh/bohr) = 0.0265
- DFT total energy (eV) = -8909.051
- LUMO (eV) = -5.1
- ΔE to the lowest compared entry with this formula, charge and spin (kJ/mol) = 152.27
- net charge = +1

Last column: Löwdin charge in e.
Geometry (Å):
1 C -2.574 -1.512 0.938  -0.08
2 C -2.428 -0.172 0.205  -0.23
3 C -1.238 -0.179 -0.713  -0.05
4 C -0.091 0.490 -0.601  -0.04
5 N 1.052 -0.061 -1.288  0.04
6 C 2.264 0.343 -1.200  0.16
7 H -3.460 -1.633 1.553  0.08
8 H -2.456 -2.332 0.227  0.08
9 H -1.718 -1.629 1.617  0.08
10 H -3.318 0.067 -0.385  0.12
11 H -2.390 0.647 0.927  0.12
12 H -1.444 -0.772 -1.606  0.14
13 H 0.222 1.276 0.073  0.13
14 H 0.878 -0.976 -1.677  0.17
15 H 2.440 1.399 -1.044  0.12
16 H 3.017 -0.402 -1.411  0.13
17 H 2.449 1.798 2.303  0.06
18 H 3.302 0.620 1.862  0.04
19 O 2.407 0.960 1.827  -0.05